# C5H16N2O

A structure of composition C5H16N2O (ωB97M-V with the def2-TZVPD basis set, the Open Molecules 2025 dataset).

The geometry in XYZ format:
```
24
C5H16N2O ωB97M-V with the def2-TZVPD basis set
O -0.111 0.113 -1.801
N 0.989 1.901 -0.329
N 1.431 1.327 1.902
C -0.872 1.607 1.171
C -1.433 -0.063 -2.233
C 0.591 1.533 0.861
C 0.527 -1.315 0.467
C 0.121 -2.668 -0.121
H 2.399 1.119 1.711
H 0.482 -3.515 0.470
H -1.071 2.538 1.708
H -1.762 0.757 -2.882
H 0.507 -2.767 -1.136
H 1.994 1.933 -0.469
H 0.180 -0.524 -0.513
H -2.133 -0.149 -1.389
H -0.965 -2.741 -0.196
H 0.132 -1.232 1.483
H 0.457 1.131 -1.258
H -1.442 1.599 0.246
H -1.509 -1.000 -2.796
H 1.616 -1.275 0.575
H -1.182 0.762 1.784
H 1.054 0.926 2.745
```

Atom charges from the Mulliken analysis, given in e for atoms 1 to 6: atom 1 (O): -0.78, atom 2 (N): -0.56, atom 3 (N): -0.41, atom 4 (C): -0.90, atom 5 (C): -0.69, atom 6 (C): 0.46

22
Properties=species:S:1:pos:R:3 method="wB97M-V/def2-TZVPD" smiles="O=CCO/N=N/N1CCCC1"
O -2.999 1.967 0.142
O -2.233 -0.637 0.042
N -0.782 2.243 -0.097
N 0.378 1.653 -0.180
N -1.734 1.428 0.059
C -3.965 0.926 -0.116
C 2.071 0.066 0.234
C 2.546 1.462 0.645
C 0.563 0.236 0.087
C -3.335 -0.333 0.437
C 1.627 2.375 -0.167
H 2.005 2.476 -1.194
H 0.018 -0.013 1.005
H 2.516 -0.217 -0.720
H -3.780 -0.746 1.357
H 3.600 1.626 0.431
H 2.374 1.616 1.711
H -4.878 1.243 0.386
H 0.126 -0.361 -0.715
H 2.322 -0.695 0.970
H -4.121 0.857 -1.201
H 1.496 3.370 0.258

ΔE to the lowest compared entry with this formula, charge and spin: 56.8, 92.5 (kcal/mol)